1.
Here is a cluster of 7 separate species, C43H51ClN2O5P in total from the OMol25 dataset. Energies are from wB97M-V/def2-TZVPD.

The geometry in XYZ format:
```
103
C43H51ClN2O5P, DFT wB97M-V/def2-TZVPD
C -3.626 0.728 0.592
N -2.463 0.063 -0.159
C -1.147 0.454 0.478
C -0.153 -0.852 0.795
C -0.751 -1.557 2.140
O 0.092 -1.731 3.196
O -2.146 -1.989 2.370
N 0.085 -1.733 -0.387
C 1.518 -1.864 -0.809
C 2.434 -2.917 0.045
C 3.867 -3.063 -0.807
Cl 2.966 -2.241 1.728
P -0.858 -3.219 -0.448
O -2.454 -2.993 -0.480
O -0.500 -3.973 -2.017
O -0.482 -4.430 0.743
H -3.796 0.167 1.624
H -3.418 1.872 0.826
H -4.602 0.575 -0.067
H -2.524 0.485 -1.132
H -0.548 1.142 -0.256
H -1.319 1.055 1.487
H 0.889 -0.362 1.099
H 2.004 -0.775 -0.767
H 1.512 -2.142 -1.970
H 2.011 -4.011 0.111
H 3.706 -3.424 -1.908
H 4.492 -2.054 -0.730
H 4.510 -3.865 -0.199
H -1.389 -4.221 -2.428
H -1.255 -4.405 1.408
C -1.063 1.369 5.868
C -0.836 2.667 6.323
C 0.468 3.148 6.440
C 1.545 2.332 6.092
C 1.318 1.035 5.634
C 0.014 0.551 5.526
H -2.079 0.993 5.780
H -1.676 3.305 6.587
H 0.645 4.157 6.800
H 2.561 2.708 6.178
H 2.157 0.400 5.362
H -0.162 -0.462 5.174
C 6.989 -0.928 -5.309
C 5.642 -0.645 -5.531
C 4.805 -0.343 -4.457
C 5.319 -0.316 -3.160
C 6.667 -0.595 -2.938
C 7.501 -0.906 -4.011
H 7.641 -1.167 -6.146
H 5.244 -0.660 -6.543
H 3.754 -0.129 -4.630
H 4.668 -0.076 -2.324
H 7.067 -0.572 -1.927
H 8.550 -1.129 -3.837
C -0.032 3.239 12.496
C -0.334 1.896 12.273
C -0.361 1.393 10.973
C -0.076 2.232 9.895
C 0.230 3.574 10.118
C 0.248 4.079 11.418
H -0.014 3.632 13.509
H -0.550 1.241 13.114
H -0.603 0.348 10.799
H -0.092 1.838 8.882
H 0.454 4.227 9.278
H 0.481 5.126 11.591
C -3.759 6.393 -2.287
C -2.630 5.801 -2.852
C -2.252 4.514 -2.471
C -3.009 3.814 -1.531
C -4.140 4.405 -0.969
C -4.513 5.695 -1.343
H -4.052 7.397 -2.582
H -2.044 6.344 -3.590
H -1.368 4.056 -2.907
H -2.717 2.810 -1.238
H -4.731 3.859 -0.238
H -5.392 6.157 -0.901
C 3.022 -2.959 -10.631
C 4.250 -3.566 -10.370
C 5.281 -2.831 -9.785
C 5.081 -1.491 -9.452
C 3.851 -0.886 -9.709
C 2.823 -1.618 -10.302
H 2.219 -3.531 -11.089
H 4.404 -4.611 -10.624
H 6.241 -3.302 -9.589
H 5.883 -0.920 -8.992
H 3.694 0.158 -9.448
H 1.867 -1.144 -10.508
C -5.894 -2.875 -2.405
C -7.241 -2.592 -2.627
C -8.078 -2.290 -1.553
C -7.565 -2.262 -0.256
C -6.217 -2.542 -0.034
C -5.382 -2.853 -1.107
H -5.243 -3.113 -3.242
H -7.640 -2.606 -3.639
H -9.129 -2.076 -1.727
H -8.216 -2.023 0.580
H -5.817 -2.519 0.977
H -4.333 -3.076 -0.933
```

Frontier orbital gap   6.5722 eV
Highest occupied orbital energy   -4.572 eV
Charge   -1

---

2.
Here is a cluster of 2 separate species, C6H10N in total from the OMol25 dataset. Energies are from wB97M-V/def2-TZVPD.

The geometry in XYZ format:
```
17
C6H10N, DFT wB97M-V/def2-TZVPD
C 2.099 0.710 0.685
C 1.016 1.114 0.459
C -1.793 0.285 -0.270
C 3.128 -0.254 1.079
C -1.612 1.061 0.878
C -1.736 -1.443 -2.057
N -1.402 -0.567 -0.999
H 0.487 2.332 0.312
H 3.285 -0.259 2.125
H 2.660 -1.352 0.986
H 4.076 -0.327 0.561
H -0.402 0.908 0.894
H -2.195 0.964 1.841
H -1.845 2.034 0.444
H -2.771 -1.297 -2.316
H -1.737 -2.441 -1.591
H -1.257 -1.467 -3.031
```

Frontier orbital gap   9.3663 eV
Highest occupied orbital energy   -14.072 eV
Charge   +1
Relative energy (zero: lowest compared OMol25 entry of this formula, charge and spin)   121.9 kcal/mol

---

3.
Here is a structure of composition C4H8N2O from the OMol25 dataset. Energies are from wB97M-V/def2-TZVPD.

The geometry in XYZ format:
```
15
C4H8N2O, DFT wB97M-V/def2-TZVPD
N -0.481 -0.809 -1.745
C -0.541 0.544 -1.620
O -0.862 1.298 -2.520
C -0.147 1.115 -0.255
N 0.270 0.164 0.749
C -0.479 -0.630 1.556
C 1.492 -0.184 1.214
H -0.846 -1.205 -2.598
H -0.413 -1.395 -0.926
H 0.660 1.835 -0.420
H -1.016 1.668 0.125
H -1.284 -0.208 2.160
H -0.370 -1.706 1.501
H 1.738 0.019 2.248
H 2.281 -0.507 0.531
```

Frontier orbital gap   8.7515 eV
Highest occupied orbital energy   -8.265 eV
Charge   0
Relative energy (zero: lowest compared OMol25 entry of this formula, charge and spin)   88.5 kcal/mol

---

4.
Here is a cluster of 2 separate species, C5H8O in total from the OMol25 dataset. Energies are from wB97M-V/def2-TZVPD.

The geometry in XYZ format:
```
14
C5H8O, DFT wB97M-V/def2-TZVPD
C 1.838 -0.557 0.211
C 0.859 0.104 -0.749
O -0.039 -0.688 -1.328
C -1.707 -0.523 -0.332
C -1.347 0.616 0.444
C -0.241 1.321 0.500
H 2.510 -1.268 -0.289
H 2.445 0.201 0.717
H 1.264 -1.115 0.956
H 1.276 0.910 -1.369
H -2.500 -0.330 -1.070
H -1.860 -1.442 0.250
H -2.378 0.556 0.909
H -0.119 2.216 1.150
```

Frontier orbital gap   10.1103 eV
Highest occupied orbital energy   -9.294 eV
Charge   0
Relative energy (zero: lowest compared OMol25 entry of this formula, charge and spin)   114.7 kcal/mol

---

5.
Here is a structure of composition C11H14N2 from the OMol25 dataset. Energies are from wB97M-V/def2-TZVPD.

The geometry in XYZ format:
```
27
C11H14N2, DFT wB97M-V/def2-TZVPD
C 2.364 -0.666 -1.163
C 2.363 0.894 -0.922
C 1.148 1.026 -0.028
C 1.425 0.422 1.435
C 1.287 -1.114 1.209
C 1.125 -0.997 -0.294
C -1.006 0.057 -0.305
C -1.773 1.158 0.121
C -3.160 1.044 -0.078
C -3.889 -0.123 -0.252
C -2.941 -1.201 -0.128
H 3.260 -1.382 -0.854
H 1.982 -0.868 -2.120
H 2.662 1.310 -1.927
H 3.245 1.322 -0.530
H 0.706 2.119 0.180
H 0.705 0.923 2.061
H 2.430 0.410 2.091
H 0.418 -1.556 1.727
H 1.998 -1.700 1.647
H 0.546 -1.804 -0.535
H -1.544 2.204 0.388
H -3.616 1.902 0.120
H -5.028 -0.116 -0.593
H -3.345 -2.265 -0.444
N 0.305 0.111 -0.559
N -1.666 -1.108 -0.248
```

Frontier orbital gap   9.0642 eV
Highest occupied orbital energy   -8.146 eV
Charge   0
Relative energy (zero: lowest compared OMol25 entry of this formula, charge and spin)   104.4 kcal/mol

---

6.
Here is an isolated molecule of C5H8O from the OMol25 dataset. Energies are from wB97M-V/def2-TZVPD.

The geometry in XYZ format:
```
14
C5H8O, DFT wB97M-V/def2-TZVPD
O 1.266 1.326 0.447
C 0.366 0.873 -0.577
C -1.063 0.800 -0.060
C -1.226 -0.368 0.565
C 0.052 -1.176 0.471
C 0.668 -0.612 -0.815
H 0.756 1.578 1.226
H 0.520 1.518 -1.445
H -1.782 1.611 -0.124
H -2.104 -0.687 1.118
H -0.046 -2.259 0.550
H 0.713 -0.816 1.267
H 0.141 -0.990 -1.702
H 1.740 -0.798 -0.922
```

Structure (SMILES)   O[C@@H]1C=CCC1
Frontier orbital gap   10.6098 eV
Highest occupied orbital energy   -9.588 eV
Charge   0
Relative energy (zero: lowest compared OMol25 entry of this formula, charge and spin)   23.8 kcal/mol

---

Number 1: LUMO energy 2.00 eV, strongest force on any atom 0.1487 hartree/bohr, E -80445.4774 eV. Number 2: LUMO energy -4.71 eV, strongest force on any atom 0.1815 hartree/bohr, E -7861.0631 eV. Number 3: LUMO energy 0.49 eV, strongest force on any atom 0.0081 hartree/bohr, E -9302.5556 eV. Number 4: LUMO energy 0.82 eV, strongest force on any atom 0.0586 hartree/bohr, E -7357.2832 eV. Number 5: LUMO energy 0.92 eV, strongest force on any atom 0.1373 hartree/bohr, E -14609.8947 eV. Number 6: LUMO energy 1.02 eV, strongest force on any atom 0.0098 hartree/bohr, E -7361.2233 eV.